[1]
C27H78F3FeN18O13 | ωB97M-V/def2-TZVPD

Atoms and positions in Å:
Fe -0.74 -0.91 -0.83
C 1.08 -3.31 -1.68
O 1.60 -3.25 -3.01
O 0.14 -2.40 -1.56
C 0.40 -4.64 -1.53
F 1.30 -5.61 -1.50
F -0.40 -4.79 -0.44
F -0.32 -4.90 -2.58
C 3.00 -3.36 -3.14
C 3.35 -2.77 -4.43
H 4.38 -2.63 -4.56
H 2.98 -3.40 -5.23
H 3.03 -1.75 -4.55
H 3.39 -4.34 -3.09
H 3.41 -2.74 -2.32
H 1.86 -3.22 -0.97
C -3.84 -3.25 -1.46
C -3.80 -2.17 -0.40
C -4.90 -2.43 0.60
O -5.01 -1.48 1.73
C -5.93 -1.93 2.69
N -2.36 -1.93 0.23
H -2.91 -3.08 -2.04
H -4.74 -3.21 -2.05
H -3.99 -4.25 -0.99
H -3.95 -1.17 -0.93
H -4.81 -3.44 1.01
H -5.84 -2.34 0.04
H -5.61 -2.84 3.20
H -6.90 -2.10 2.32
H -6.03 -1.12 3.43
H -2.08 -2.85 0.53
H -2.52 -1.34 1.06
C -1.03 3.77 3.45
C 0.21 4.00 2.65
C 0.38 5.39 2.14
O -0.72 5.76 1.34
C -0.53 5.31 0.01
N 1.35 3.62 3.49
H -1.03 4.47 4.30
H -1.23 2.70 3.73
H -1.90 4.22 2.99
H 0.28 3.32 1.84
H 1.36 5.48 1.65
H 0.42 6.13 2.94
H -1.36 5.71 -0.61
H -0.52 4.23 -0.03
H 0.47 5.62 -0.39
H 2.26 3.57 3.01
H 1.52 4.06 4.42
C 5.74 2.19 -2.44
C 6.73 1.64 -1.41
C 6.11 0.58 -0.49
O 4.96 1.08 0.24
C 5.09 1.89 1.39
N 7.82 1.10 -2.13
H 5.02 2.88 -1.92
H 5.06 1.39 -2.83
H 6.21 2.82 -3.24
H 7.01 2.49 -0.72
H 6.89 0.22 0.19
H 5.75 -0.27 -1.06
H 5.43 2.89 1.20
H 5.84 1.56 2.08
H 4.09 1.97 1.90
H 8.15 1.65 -2.89
H 8.66 0.92 -1.58
C -0.92 -1.41 5.44
C -1.63 -2.46 4.60
C -0.95 -3.81 4.98
O -0.88 -4.65 3.85
C -2.17 -5.15 3.40
N -3.12 -2.49 4.78
H -0.86 -1.82 6.52
H -1.49 -0.47 5.52
H 0.08 -1.22 5.06
H -1.36 -2.22 3.55
H -1.51 -4.24 5.79
H 0.02 -3.56 5.27
H -2.67 -4.25 2.95
H -2.66 -5.56 4.30
H -1.97 -5.89 2.63
H -3.30 -2.43 5.75
H -3.53 -1.68 4.27
C -2.03 -0.88 -3.71
O -2.25 -0.42 -2.53
N -3.04 -0.72 -4.65
N -0.88 -1.57 -4.02
H -2.71 -0.73 -5.60
H -3.60 0.09 -4.47
H -0.25 -1.89 -3.20
H -0.81 -2.20 -4.81
C 1.65 1.11 -1.23
O 0.50 0.91 -1.52
N 2.43 0.02 -1.03
N 2.26 2.27 -1.19
H 2.09 -0.92 -1.12
H 3.13 0.20 -0.35
H 3.24 2.28 -1.07
H 1.73 3.09 -1.42
C 1.02 -0.52 1.84
O 0.45 -1.26 1.11
N 0.45 0.66 2.27
N 2.25 -0.86 2.28
H 0.87 1.26 2.97
H -0.36 0.89 1.78
H 2.61 -1.70 1.92
H 2.78 -0.34 2.97
C 0.01 3.71 -3.53
O 0.31 4.00 -2.39
N -0.17 4.60 -4.53
N -0.14 2.40 -3.90
H -0.62 4.25 -5.37
H 0.02 5.56 -4.37
H -0.07 2.09 -4.82
H -0.14 1.69 -3.21
C -2.56 1.41 -0.41
O -1.77 0.61 0.22
N -1.98 2.42 -1.10
N -3.84 1.32 -0.25
H -0.96 2.23 -1.31
H -2.40 2.82 -1.94
H -4.43 1.80 -0.91
H -4.26 0.51 0.18
C -4.65 4.50 -2.61
O -4.73 3.29 -2.26
N -3.68 5.28 -2.13
N -5.61 5.15 -3.35
H -3.53 6.19 -2.51
H -2.84 4.71 -2.05
H -6.49 4.66 -3.29
H -5.80 6.10 -3.27
C 2.73 -4.16 1.58
O 3.36 -3.17 1.11
N 1.36 -4.11 1.76
N 3.35 -5.30 1.98
H 0.96 -4.72 2.51
H 0.97 -3.21 1.47
H 4.33 -5.29 1.90
H 2.96 -6.18 2.19

Its total charge is +1. Its spin multiplicity is 5. As for the expectation value of S²: 6.01. The calculation puts the energy above the lowest of the compared OMol25 structures with the same formula, charge and spin at 0.0000 eV. For the HOMO-LUMO gap (alpha / beta), the calculation gives 9.03 / 8.25 eV.



[2]
C23H17Br2LiO2 | ωB97M-V/def2-TZVPD

Atoms and positions in Å:
C 5.24 0.33 -5.68
O 3.87 0.77 -5.58
C 3.39 1.20 -4.39
C 4.16 1.23 -3.21
C 3.56 1.58 -2.01
C 2.18 1.93 -1.93
C 1.57 2.26 -0.68
C 1.85 1.64 0.54
C 1.31 2.16 1.78
C 1.59 1.59 2.99
Br 0.85 2.29 4.57
C 2.48 0.41 3.13
O 2.76 -0.10 4.22
C 3.00 -0.12 1.84
Br 4.14 -1.61 1.93
C 2.66 0.44 0.64
C 1.44 1.95 -3.15
C 2.02 1.59 -4.34
H 5.36 0.03 -6.72
H 5.94 1.14 -5.44
H 5.44 -0.52 -5.02
H 5.22 0.96 -3.23
H 4.17 1.60 -1.11
H 0.87 3.10 -0.67
H 0.68 3.05 1.74
H 3.06 -0.01 -0.26
H 0.39 2.23 -3.12
H 1.46 1.57 -5.28
C -2.92 5.66 0.74
Li -0.50 7.24 -1.96
C -2.20 4.47 1.01
C -1.51 4.06 -0.16
C -1.75 5.05 -1.18
C -2.62 6.05 -0.62
C -2.99 7.15 -1.41
C -2.61 7.19 -2.76
C -1.82 6.17 -3.32
C -1.31 5.15 -2.51
H -3.56 6.23 1.41
H -2.20 3.94 1.96
H -0.95 3.14 -0.30
H -3.61 7.93 -0.98
H -2.94 8.03 -3.39
H -1.54 6.21 -4.37
H -0.66 4.36 -2.89

Its total charge is 0. The calculation puts the energy above the lowest of the compared OMol25 structures with the same formula, charge and spin at 0.0000 eV. For the HOMO-LUMO gap, the calculation gives 5.48 eV.



[3]
C24H24BCl4NO | ωB97M-V/def2-TZVPD

Atoms and positions in Å:
Cl 1.74 -2.14 -4.11
B 1.70 -0.52 -3.34
Cl 2.98 0.64 -4.06
Cl -0.06 0.35 -3.80
O 1.67 -0.58 -1.86
C 1.66 0.67 -1.25
C 2.68 0.80 -0.12
C 3.35 2.01 0.03
C 4.43 2.14 0.90
C 4.88 1.00 1.59
Cl 6.30 1.11 2.53
C 4.18 -0.21 1.48
C 3.05 -0.30 0.66
H 2.01 1.37 -2.01
H 3.06 2.85 -0.59
H 4.93 3.10 1.02
H 4.56 -1.07 2.04
H 2.47 -1.21 0.61
C -4.78 -0.68 2.81
C -5.02 -0.76 1.43
C -3.97 -0.58 0.53
C -2.68 -0.30 0.98
C -1.57 -0.18 -0.07
C -1.05 -1.56 -0.51
C -1.14 -1.94 -1.84
C -0.70 -3.20 -2.23
C -0.23 -4.10 -1.28
C -0.19 -3.74 0.07
C -0.57 -2.45 0.45
C -0.41 0.75 0.34
C -0.92 2.06 0.93
C -0.13 3.20 0.30
C 0.33 2.72 -1.07
N 0.31 1.19 -0.96
C -2.44 -0.18 2.36
C -3.49 -0.38 3.27
H -5.59 -0.83 3.51
H -6.02 -0.99 1.05
H -4.14 -0.67 -0.55
H -2.03 0.33 -0.94
H -1.58 -1.28 -2.58
H -0.75 -3.47 -3.29
H 0.09 -5.09 -1.60
H 0.12 -4.44 0.83
H -0.57 -2.15 1.50
H 0.32 0.23 0.99
H -1.98 2.18 0.65
H -0.87 2.06 2.02
H -0.70 4.13 0.16
H 0.74 3.44 0.92
H -0.33 3.02 -1.90
H 1.35 3.03 -1.32
H -0.25 0.87 -1.78
H -1.44 0.05 2.74
H -3.29 -0.29 4.34

Its total charge is 0. The calculation puts the energy above the lowest of the compared OMol25 structures with the same formula, charge and spin at 0.0000 eV. For the HOMO-LUMO gap, the calculation gives 9.27 eV.



[4]
C34H52B2CrN16 | ωB97M-V/def2-TZVPD

Atoms and positions in Å:
Cr -0.29 -0.75 -0.41
C 2.91 2.10 -1.41
C 3.56 0.80 -1.89
C 3.01 0.40 -3.26
C 3.45 -0.31 -0.88
C 4.55 -0.95 -0.28
C 3.99 -1.89 0.57
N 2.66 -1.80 0.48
N 2.30 -0.83 -0.42
B 1.67 -2.62 1.34
N 0.74 -3.47 0.49
C 0.66 -4.81 0.45
C -0.34 -5.17 -0.43
C -0.85 -3.95 -0.91
N -0.19 -2.93 -0.35
C -1.98 -3.77 -1.87
C -1.68 -4.46 -3.20
C -3.28 -4.32 -1.28
N 0.84 -1.66 2.24
C 0.85 -1.60 3.57
C 0.00 -0.60 3.98
C -0.55 -0.08 2.79
N -0.04 -0.75 1.74
C -1.56 1.02 2.66
C -2.84 0.65 3.42
C -1.01 2.33 3.21
H 3.14 2.91 -2.10
H 1.83 1.99 -1.37
H 3.27 2.39 -0.42
H 4.63 0.98 -2.00
H 1.92 0.43 -3.26
H 3.36 1.10 -4.02
H 3.33 -0.60 -3.55
H 5.59 -0.78 -0.48
H 4.45 -2.62 1.22
H 2.32 -3.33 2.05
H 1.32 -5.41 1.05
H -0.66 -6.16 -0.69
H -2.11 -2.70 -2.05
H -1.66 -5.55 -3.07
H -2.45 -4.23 -3.94
H -0.71 -4.16 -3.61
H -3.21 -5.40 -1.15
H -3.51 -3.87 -0.32
H -4.12 -4.12 -1.96
H 1.48 -2.27 4.14
H -0.24 -0.30 4.99
H -1.80 1.13 1.60
H -2.66 0.63 4.50
H -3.62 1.39 3.23
H -3.22 -0.33 3.13
H -0.72 2.23 4.25
H -0.15 2.69 2.64
H -1.76 3.12 3.15
C -0.82 3.64 -0.20
C -0.10 2.49 0.14
N -0.52 1.44 -0.55
N -1.51 1.88 -1.36
C -1.71 3.19 -1.16
B -2.41 0.94 -2.25
N -3.30 0.10 -1.30
C -4.63 -0.03 -1.13
C -4.83 -0.95 -0.11
C -3.55 -1.32 0.28
N -2.63 -0.68 -0.42
N -1.49 -0.01 -3.07
C -1.60 -0.35 -4.37
C -0.65 -1.31 -4.65
C 0.00 -1.52 -3.44
N -0.51 -0.74 -2.50
N -3.16 1.83 -3.22
C -2.58 2.62 -4.17
C -3.56 3.37 -4.75
C -4.73 2.99 -4.08
N -4.49 2.07 -3.16
H -0.71 4.64 0.18
H 0.72 2.41 0.84
H -2.47 3.72 -1.71
H -5.31 0.52 -1.73
H -5.78 -1.29 0.27
H -3.24 -2.04 1.03
H -2.34 0.11 -5.00
H -0.47 -1.79 -5.60
H 0.81 -2.20 -3.19
H -1.51 2.58 -4.35
H -3.45 4.09 -5.54
H -5.74 3.34 -4.23
C 3.32 3.51 2.99
C 3.24 2.16 3.70
C 4.59 1.46 3.71
C 2.67 2.31 5.11
N 2.27 1.32 2.96
N 2.54 0.75 1.82
H 4.07 4.13 3.48
H 2.37 4.04 3.02
H 3.62 3.39 1.95
H 5.26 1.99 4.39
H 5.07 1.45 2.73
H 4.50 0.43 4.07
H 3.32 2.96 5.69
H 2.61 1.34 5.61
H 1.68 2.76 5.08
H 1.30 1.22 3.28
H 3.48 0.80 1.44
H 1.78 0.51 1.19

Its total charge is +1. Its spin multiplicity is 6. As for the expectation value of S²: 8.76. The calculation puts the energy above the lowest of the compared OMol25 structures with the same formula, charge and spin at 0.0000 eV. For the HOMO-LUMO gap (alpha / beta), the calculation gives 7.79 / 7.22 eV.



> total charge of number 2 (C23H17Br2LiO2)?

0